Record 1
68
Properties=species:S:1:pos:R:3:mulliken_charge:R:1 method="wB97M-V/def2-TZVPD" e_lumo_ev=-0.190 e_tot_ha=-3839.86829 largest_force_ha_per_bohr=0.053 homo_lumo_gap_ha=0.172 relative_energy_kcal_mol=57.36
C 0.635 2.798 3.054 -0.547
C 1.037 2.725 1.687 -0.609
C -0.171 2.824 0.878 -0.807
H 2.047 2.854 1.306 0.672
C -1.272 2.942 1.783 -0.623
C -0.769 2.907 3.098 -0.734
H -1.352 3.007 4.006 0.463
H 1.303 2.827 3.901 0.556
H -0.199 3.039 -0.184 0.759
H -2.306 3.109 1.514 0.526
Zn 0.222 0.726 1.246 0.358
C -0.343 -1.823 -1.682 -0.854
H -1.227 -1.672 -1.058 0.138
H -0.298 -2.916 -1.831 0.497
H 0.411 -1.617 -0.886 -0.110
Si 0.107 -0.159 -2.913 -0.430
C 1.529 -0.465 -4.150 0.646
C 2.345 0.700 -4.206 -0.459
H 2.002 1.607 -3.700 0.289
C 3.571 0.704 -4.886 -0.549
H 4.181 1.611 -4.891 0.334
C 4.019 -0.443 -5.559 -0.391
H 4.986 -0.429 -6.075 0.342
C 3.219 -1.596 -5.547 -0.461
H 3.580 -2.490 -6.067 0.330
C 1.982 -1.608 -4.871 -0.363
H 1.375 -2.513 -4.915 0.313
C -1.173 0.855 -3.981 0.316
C -1.040 1.325 -5.319 -0.112
H -0.207 0.981 -5.932 0.350
C -1.955 2.234 -5.880 -0.596
H -1.843 2.558 -6.924 0.342
C -3.065 2.661 -5.133 -0.330
H -3.830 3.281 -5.605 0.327
C -3.242 2.184 -3.823 -0.582
H -4.145 2.454 -3.267 0.343
C -2.322 1.285 -3.268 -0.443
H -2.482 0.904 -2.256 0.225
H -1.116 -2.148 -3.855 -0.182
H -1.291 -2.784 -3.352 0.205
C 3.064 0.105 3.362 -1.429
P 1.556 -0.637 2.711 1.053
C 2.045 -2.296 2.145 -1.060
C 0.521 -0.945 4.178 0.317
C 1.032 -1.130 5.462 -0.528
C 0.143 -1.308 6.535 -0.706
C -1.242 -1.328 6.329 -0.729
C -1.756 -1.170 5.041 -0.594
C -0.885 -0.961 3.974 -0.092
P -1.437 -0.639 2.240 1.057
C -3.108 0.020 2.457 -1.573
C -1.709 -2.309 1.563 -0.977
H 3.763 0.299 2.538 0.388
H 3.518 -0.594 4.075 0.491
H 2.843 1.055 3.862 0.316
H 2.435 -2.855 3.007 0.384
H 1.206 -2.845 1.703 0.279
H 2.830 -2.181 1.386 0.420
H 2.117 -1.138 5.624 0.266
H 0.551 -1.432 7.540 0.389
H -1.919 -1.466 7.168 0.405
H -2.830 -1.204 4.867 0.350
H -3.086 0.884 3.135 0.373
H -3.477 0.328 1.468 0.383
H -3.744 -0.778 2.869 0.578
H -2.654 -2.677 1.988 0.438
H -0.892 -2.987 1.842 0.342
H -1.786 -2.251 0.473 0.312

=====

Record 2
77
Properties=species:S:1:pos:R:3:mulliken_charge:R:1 method="wB97M-V/def2-TZVPD" e_lumo_ev=-11.657 e_tot_ha=-4685.75449 largest_force_ha_per_bohr=0.039 homo_lumo_gap_ha=0.198 total_charge=+3 relative_energy_kcal_mol=20.51
Pt -0.117 -0.544 0.471 0.504
O 4.270 -4.524 1.919 -0.472
C 3.430 -3.555 1.644 0.680
C 3.805 -2.231 1.350 -0.975
C 2.832 -1.316 1.058 -0.133
N 1.518 -1.637 1.043 0.406
C 1.174 -2.896 1.378 0.229
Br -0.691 -3.171 1.499 0.031
C 2.065 -3.884 1.665 -0.517
H 5.201 -4.254 1.909 0.356
H 4.845 -1.931 1.339 0.434
H 3.083 -0.303 0.783 0.481
H 1.746 -4.888 1.910 0.594
C -2.889 -0.355 2.433 -0.407
C -3.607 -0.834 1.209 0.406
C -4.799 -1.507 1.354 -1.215
C -5.526 -1.920 0.238 -1.093
C -5.052 -1.664 -1.029 -1.075
C -3.845 -0.996 -1.240 1.753
C -3.423 -0.836 -2.674 -2.077
C -3.135 -0.574 -0.095 0.598
N -1.900 0.125 -0.295 0.495
C -1.796 1.022 -1.220 0.951
C -2.908 1.810 -1.811 -1.803
C -0.396 1.245 -1.659 0.949
C -0.144 1.952 -2.939 -2.133
N 0.556 0.782 -0.913 0.493
C 1.923 1.183 -1.080 -0.145
C 2.197 2.541 -0.762 1.176
C 1.141 3.527 -0.334 -1.320
C 3.486 3.005 -0.943 -0.749
C 4.477 2.174 -1.448 -1.204
C 4.181 0.867 -1.793 -1.085
C 2.908 0.335 -1.625 0.448
C 2.643 -1.061 -2.078 -0.892
H -3.475 -0.570 3.325 0.608
H -2.715 0.720 2.404 0.157
H -1.936 -0.878 2.559 -0.268
H -5.187 -1.699 2.346 0.527
H -6.465 -2.440 0.370 0.469
H -5.615 -1.994 -1.892 0.586
H -4.151 -0.220 -3.207 0.517
H -3.423 -1.816 -3.145 0.600
H -2.430 -0.423 -2.834 0.142
H -3.844 1.597 -1.303 0.369
H -3.038 1.616 -2.876 0.379
H -2.660 2.871 -1.706 0.570
H -0.722 1.452 -3.722 0.477
H 0.906 1.954 -3.211 0.466
H -0.513 2.980 -2.872 0.437
H 0.193 3.072 -0.049 -0.142
H 0.932 4.224 -1.148 0.379
H 1.498 4.136 0.498 0.555
H 3.716 4.039 -0.715 0.547
H 5.477 2.559 -1.598 0.490
H 4.948 0.239 -2.228 0.572
H 3.576 -1.609 -2.189 0.584
H 2.147 -1.062 -3.050 0.350
H 1.995 -1.616 -1.411 -0.163
F -0.410 -1.965 -3.394 -0.280
B -0.412 -2.897 -2.392 0.145
F -1.533 -3.635 -2.273 -0.273
F 0.753 -3.563 -2.190 -0.270
F -0.496 -1.929 -1.058 -0.061
C -0.041 0.271 4.284 -1.187
Sb 0.298 1.091 2.382 0.502
C 2.285 1.749 2.492 -1.302
C -0.963 2.773 2.271 -1.303
H 0.142 1.096 4.976 0.537
H 0.659 -0.537 4.487 0.429
H -1.063 -0.078 4.386 0.367
H 2.244 2.733 2.961 0.577
H 2.756 1.823 1.517 0.294
H 2.841 1.064 3.130 0.509
H -0.342 3.666 2.317 0.558
H -1.625 2.740 3.135 0.562
H -1.559 2.782 1.361 0.300

=====

Record 3
100
Properties=species:S:1:pos:R:3:mulliken_charge:R:1 method="wB97M-V/def2-TZVPD" e_lumo_ev=1.520 e_tot_ha=-7437.60412 largest_force_ha_per_bohr=0.082 homo_lumo_gap_ha=0.234 total_charge=-1
C -4.986 -5.073 1.915 -0.757
C -5.157 -3.821 0.987 0.490
C -6.312 -3.785 -0.079 -1.207
C -4.297 -2.673 1.062 -0.902
C -4.564 -1.553 2.125 -0.197
C -3.225 -1.162 2.877 -1.267
C -2.709 0.298 2.505 1.002
C -3.553 1.294 3.418 -1.610
C -1.181 0.320 2.882 -1.158
C -0.550 1.755 2.901 -0.997
S 0.090 2.249 1.231 1.178
O -0.049 3.730 1.096 -0.665
O -0.836 1.599 0.244 -0.699
N 1.665 1.665 1.179 -0.475
S 2.743 2.843 0.653 1.112
O 4.108 2.204 0.714 -0.732
O 2.792 4.080 1.483 -0.719
C 2.454 3.185 -1.134 -1.153
C 1.908 4.626 -1.422 0.444
C 0.419 4.631 -1.931 -1.143
Br 3.078 5.376 -2.881 -0.256
H -5.788 -5.047 2.701 0.027
H -3.985 -5.027 2.407 0.307
H -5.077 -6.002 1.310 0.400
H -6.404 -4.759 -0.633 0.339
H -6.112 -2.988 -0.827 0.386
H -7.278 -3.617 0.460 0.230
H -3.434 -2.516 0.368 0.387
H -5.075 -0.689 1.645 0.334
H -5.240 -2.018 2.892 0.248
H -2.391 -1.869 2.657 0.452
H -3.451 -1.134 3.977 0.349
H -2.838 0.527 1.425 0.451
H -3.007 1.517 4.370 0.314
H -3.740 2.241 2.861 0.318
H -4.524 0.793 3.667 0.456
H -0.651 -0.269 2.088 0.325
H -1.056 -0.236 3.844 0.456
H 0.356 1.737 3.562 0.323
H -1.221 2.543 3.310 0.438
H 3.421 3.027 -1.671 0.357
H 1.764 2.410 -1.553 0.429
H 2.062 5.321 -0.564 0.424
H 0.261 5.330 -2.790 0.406
H 0.206 3.604 -2.313 0.278
H -0.304 4.908 -1.126 0.218
C -8.383 -7.374 5.570 -0.816
C -7.450 -7.003 4.392 1.003
C -7.189 -8.079 3.333 0.081
F -6.566 -9.158 3.833 -0.222
F -6.378 -7.588 2.362 -0.198
F -6.287 -6.531 4.887 -0.267
F -8.044 -5.957 3.749 -0.328
O -7.776 -7.738 6.819 -0.397
C -7.410 -9.070 7.060 0.782
C -5.904 -9.220 7.291 0.195
F -5.200 -8.826 6.216 -0.210
F -5.593 -10.516 7.519 -0.257
F -7.872 -9.869 6.089 -0.279
F -8.058 -9.438 8.184 -0.299
H -8.921 -6.455 5.809 0.408
H -9.159 -8.083 5.278 0.335
H -8.121 -8.400 2.859 0.254
H -5.582 -8.624 8.147 0.235
C 7.310 2.480 0.266 -0.520
C 7.308 2.057 -1.225 0.907
C 8.194 0.872 -1.620 0.066
F 9.503 1.104 -1.413 -0.241
F 8.060 0.616 -2.949 -0.272
F 7.593 3.138 -1.990 -0.301
F 6.033 1.705 -1.527 -0.292
O 8.128 3.611 0.625 -0.398
C 9.477 3.433 0.950 0.753
C 10.401 4.186 -0.009 0.209
F 10.261 3.753 -1.275 -0.217
F 11.698 3.991 0.336 -0.268
F 9.776 2.129 1.045 -0.290
F 9.636 3.943 2.191 -0.307
H 6.293 2.821 0.476 0.302
H 7.462 1.637 0.939 0.386
H 7.907 -0.030 -1.075 0.296
H 10.189 5.256 0.010 0.220
C 4.406 3.869 -8.089 -0.727
C 4.060 4.517 -9.452 0.895
C 3.859 6.035 -9.481 0.105
F 2.824 6.439 -8.732 -0.207
F 3.593 6.440 -10.750 -0.283
F 2.988 3.886 -9.979 -0.274
F 5.109 4.245 -10.283 -0.334
O 3.348 3.235 -7.358 -0.389
C 2.556 3.990 -6.477 0.825
C 1.080 3.996 -6.883 0.172
F 0.906 4.539 -8.105 -0.230
F 0.357 4.734 -6.014 -0.234
F 3.065 5.221 -6.335 -0.280
F 2.670 3.399 -5.278 -0.289
H 5.078 3.043 -8.327 0.406
H 4.993 4.532 -7.452 0.337
H 4.760 6.556 -9.146 0.280
H 0.680 2.980 -6.902 0.235

=====

Record 4
96
Properties=species:S:1:pos:R:3:mulliken_charge:R:1 method="wB97M-V/def2-TZVPD" e_lumo_ev=0.048 e_tot_ha=-4472.50457 largest_force_ha_per_bohr=0.085 homo_lumo_gap_ha=0.352
C 7.746 -2.087 0.826 -0.882
C 6.605 -1.545 -0.144 1.297
C 7.312 -1.313 -1.542 -1.397
C 5.897 -0.261 0.407 -1.113
C 5.340 -0.401 1.871 0.319
C 4.388 0.849 2.119 -1.394
C 4.434 -1.695 2.057 -0.618
O 3.677 -1.900 0.855 -0.145
C 2.477 -2.569 1.085 0.762
C 1.382 -1.828 1.931 -1.045
C -0.099 -2.203 1.562 -0.696
S -1.153 -0.758 2.091 -0.260
C -2.285 -0.434 0.726 0.515
N -2.228 -1.064 -0.445 -0.101
N -3.223 -0.658 -1.288 -0.639
C -3.867 0.265 -0.562 -0.058
O -3.344 0.456 0.679 -0.213
O 2.550 -3.873 1.763 -0.421
S 1.830 -5.057 0.852 1.181
O 0.901 -5.925 1.525 -0.584
O 2.968 -5.825 0.382 -0.592
O 1.211 -4.145 -0.408 -0.388
C 2.099 -3.033 -0.398 -0.416
S 1.654 -1.507 -1.335 -0.169
H 8.020 -3.113 0.457 -0.254
H 8.643 -1.436 0.667 0.360
H 7.392 -2.105 1.883 0.389
H 5.853 -2.370 -0.282 -0.209
H 8.058 -2.136 -1.712 0.327
H 6.584 -1.371 -2.397 0.337
H 7.871 -0.341 -1.556 0.347
H 6.687 0.546 0.450 0.501
H 5.125 0.139 -0.306 0.149
H 6.143 -0.385 2.654 0.389
H 3.766 1.071 1.215 0.263
H 5.037 1.736 2.356 0.388
H 3.718 0.699 3.007 0.373
H 5.155 -2.532 2.272 0.056
H 3.823 -1.509 2.971 0.505
H 1.537 -2.148 2.996 0.396
H 1.512 -0.717 1.929 0.482
H -0.464 -3.109 2.111 0.430
H -0.297 -2.323 0.474 0.465
H -4.752 0.759 -1.018 0.516
H 3.096 -3.340 -0.800 0.700
H 2.841 -0.805 -1.314 0.129
C -3.838 2.411 2.947 0.162
C -3.511 2.583 4.401 0.284
O -2.442 3.511 4.376 -0.302
C -2.634 4.272 3.261 0.608
O -2.094 5.310 3.059 -0.512
O -3.528 3.697 2.413 -0.323
F -3.069 1.424 4.945 -0.256
H -3.217 1.661 2.465 -0.139
H -4.885 2.159 2.781 0.266
H -4.330 2.983 5.004 0.227
C -7.144 -1.341 -2.047 -0.480
C -8.077 -1.646 -3.182 0.386
O -9.239 -0.913 -2.839 -0.303
C -8.806 0.156 -2.116 0.663
O -9.461 1.122 -1.890 -0.543
O -7.524 -0.014 -1.690 -0.249
F -8.388 -2.966 -3.220 -0.304
H -7.293 -2.004 -1.192 0.269
H -6.097 -1.383 -2.346 0.317
H -7.716 -1.325 -4.161 0.247
C -2.426 8.303 0.458 -0.391
C -1.124 8.171 1.190 0.462
O -0.748 9.516 1.420 -0.325
C -1.916 10.219 1.503 0.620
O -2.007 11.315 1.948 -0.498
O -2.966 9.499 1.017 -0.319
F -0.181 7.584 0.410 -0.298
H -2.290 8.434 -0.619 0.282
H -3.089 7.456 0.628 0.237
H -1.196 7.642 2.143 0.246
C -9.275 3.929 -5.940 -0.464
C -10.273 3.114 -5.168 0.312
O -9.689 1.825 -5.162 -0.256
C -8.345 2.025 -5.222 0.636
O -7.534 1.193 -4.967 -0.484
O -8.043 3.294 -5.600 -0.319
F -11.461 3.051 -5.817 -0.284
H -9.430 3.868 -7.019 0.277
H -9.272 4.976 -5.643 0.273
H -10.433 3.449 -4.141 0.303
C 7.820 -7.289 -0.322 -0.399
C 8.190 -7.154 1.126 0.298
O 9.286 -6.258 1.091 -0.311
C 9.089 -5.471 -0.005 0.690
O 9.654 -4.445 -0.203 -0.509
O 8.157 -6.004 -0.840 -0.315
F 8.609 -8.336 1.639 -0.288
H 8.409 -8.053 -0.835 0.281
H 6.762 -7.506 -0.466 0.270
H 7.399 -6.741 1.757 0.276

=====

Record 5
69
Properties=species:S:1:pos:R:3:mulliken_charge:R:1 method="wB97M-V/def2-TZVPD" e_lumo_ev=-8.254 e_tot_ha=-1828.37594 largest_force_ha_per_bohr=0.134 homo_lumo_gap_ha=0.132 total_charge=+2
C -5.137 2.719 -1.901 -0.795
C -5.031 1.328 -2.813 -0.490
P -3.120 1.061 -3.081 0.207
C -3.021 -0.155 -4.557 -0.996
N -2.577 0.324 -1.547 0.347
C -2.280 1.301 -0.397 -0.181
C -1.808 0.858 1.111 -0.565
C -1.634 -0.738 1.452 0.356
C -1.219 -1.380 2.905 0.369
C -0.274 -2.701 3.140 -0.489
C 0.005 -3.244 4.689 -0.052
N -0.582 -2.555 5.939 0.260
Si -0.318 -3.180 7.605 0.221
C -0.732 -5.098 7.523 -0.919
C 1.487 -3.028 8.260 -0.843
C -1.480 -2.440 8.950 -1.006
C -1.430 -1.305 5.777 -0.003
C -1.798 -0.640 4.287 -0.685
C -1.957 -1.791 0.196 -0.645
C -2.423 -1.157 -1.269 0.079
H -4.864 2.377 -0.794 0.194
H -6.182 3.242 -1.972 0.337
H -4.290 3.432 -2.336 0.264
H -5.601 1.407 -3.839 0.385
H -5.420 0.432 -2.169 0.323
H -1.973 -0.103 -5.122 0.305
H -3.813 0.237 -5.360 0.345
H -3.352 -1.246 -4.293 0.319
H -2.428 2.461 -0.589 0.479
H -1.622 1.671 1.932 0.356
H 0.176 -3.244 2.186 0.333
H 0.684 -4.205 4.814 0.345
H -0.826 -5.453 8.644 0.310
H -1.708 -5.285 6.896 0.301
H 0.130 -5.699 6.985 0.301
H 1.515 -3.612 9.300 0.287
H 2.231 -3.513 7.497 0.303
H 1.758 -1.900 8.494 0.318
H -2.543 -2.120 8.576 0.303
H -0.961 -1.512 9.478 0.306
H -1.571 -3.266 9.805 0.306
H -1.849 -0.776 6.734 0.370
H -2.454 0.332 4.182 0.306
H -1.860 -2.937 0.426 0.342
H -2.664 -1.936 -2.109 0.271
C 2.436 3.826 -4.142 -0.769
C 1.373 3.888 -5.042 -0.375
C 0.199 3.181 -4.786 -0.499
C 0.084 2.418 -3.624 0.339
C 1.145 2.359 -2.721 -0.411
C 2.323 3.058 -2.982 -0.354
H 3.352 4.374 -4.343 0.397
H 1.460 4.488 -5.945 0.410
H -0.627 3.224 -5.491 0.367
H -0.833 1.871 -3.422 -0.105
H 1.055 1.765 -1.815 0.367
H 3.152 3.007 -2.281 0.447
C 7.129 1.032 -5.948 -0.441
C 6.186 1.341 -6.928 -0.362
C 4.865 1.603 -6.568 -0.533
C 4.488 1.565 -5.225 -0.067
C 5.431 1.259 -4.245 -0.427
C 6.751 0.988 -4.606 -0.383
H 8.158 0.825 -6.230 0.359
H 6.482 1.378 -7.974 0.367
H 4.129 1.837 -7.333 0.358
H 3.459 1.773 -4.944 0.472
H 5.137 1.231 -3.199 0.304
H 7.484 0.745 -3.843 0.361

=====

Record 6
74
Properties=species:S:1:pos:R:3:mulliken_charge:R:1 method="wB97M-V/def2-TZVPD" e_lumo_ev=-0.302 e_tot_ha=-1663.87236 smiles="Cc1cc(C)cc(C(=O)N[C@@H](CC(N)=O)c2ccc(N3CCC(N4CCCCC4)CC3)c([N+](=O)[O-])c2)c1" largest_force_ha_per_bohr=0.027 homo_lumo_gap_ha=0.289 relative_energy_kcal_mol=0.00
C -6.457 -3.654 -2.746 -1.451
C -6.175 -2.767 -1.572 0.929
C -5.566 -1.534 -1.762 -0.819
C -5.281 -0.715 -0.679 0.693
C -5.635 -1.112 0.607 -0.580
C -6.260 -2.332 0.812 0.370
C -6.511 -3.153 -0.282 -0.776
H -6.993 -4.107 -0.122 0.360
C -6.652 -2.769 2.191 -1.605
H -6.626 -1.931 2.883 0.363
H -5.964 -3.535 2.552 0.316
H -7.653 -3.195 2.190 0.384
H -5.474 -0.448 1.446 0.299
C -4.654 0.614 -0.913 0.624
O -5.002 1.374 -1.799 -0.659
N -3.642 0.908 -0.058 -0.042
H -3.466 0.284 0.713 0.253
C -3.069 2.238 0.002 -0.883
C -1.565 2.190 0.080 0.497
C -0.788 2.933 -0.780 -0.669
C 0.605 2.924 -0.691 -0.713
C 1.275 2.072 0.218 1.607
N 2.618 1.874 0.192 0.489
C 3.402 1.901 -1.019 -0.991
H 2.742 2.004 -1.882 0.617
C 4.173 0.585 -1.163 -0.824
H 3.453 -0.226 -1.286 0.285
H 4.796 0.626 -2.055 0.374
C 5.052 0.325 0.063 -0.559
N 5.903 -0.833 -0.134 0.359
C 7.088 -0.856 0.702 -0.605
C 8.092 -1.859 0.138 -0.779
C 7.468 -3.249 0.084 -0.703
C 6.170 -3.178 -0.712 -0.907
C 5.245 -2.125 -0.105 -0.550
H 4.325 -2.073 -0.687 0.401
H 4.988 -2.430 0.926 0.323
H 6.390 -2.898 -1.743 0.332
H 5.668 -4.147 -0.716 0.376
H 8.159 -3.958 -0.376 0.328
H 7.256 -3.594 1.099 0.312
H 8.368 -1.546 -0.870 0.326
H 8.990 -1.864 0.757 0.388
H 7.532 0.142 0.708 0.422
H 6.850 -1.133 1.746 0.281
C 4.142 0.296 1.303 -0.294
C 3.395 1.625 1.384 -1.416
H 2.748 1.663 2.261 0.673
H 4.128 2.438 1.476 0.297
H 3.426 -0.524 1.221 0.262
H 4.733 0.154 2.209 0.402
H 5.730 1.182 0.165 0.212
H 4.091 2.755 -1.008 0.297
C 0.454 1.368 1.123 -0.843
C -0.915 1.434 1.061 -1.178
H -1.496 0.866 1.773 0.358
H 0.913 0.726 1.859 0.393
N 1.287 3.931 -1.436 1.073
O 0.749 4.366 -2.438 -0.668
O 2.342 4.358 -0.994 -0.581
H -1.238 3.577 -1.521 0.560
C -3.656 3.014 1.204 -0.638
C -5.130 2.661 1.365 0.451
O -5.531 1.949 2.262 -0.632
N -5.945 3.207 0.439 -0.343
H -5.576 3.583 -0.418 0.239
H -6.905 2.899 0.421 0.259
H -3.533 4.085 1.051 0.341
H -3.142 2.724 2.121 0.413
H -3.370 2.720 -0.935 0.659
H -5.306 -1.199 -2.755 0.484
H -5.524 -4.013 -3.179 0.314
H -6.991 -3.103 -3.518 0.345
H -7.054 -4.514 -2.452 0.369